a) DFT (the ωB97M-V functional and the def2-TZVPD basis) results for the molecule C17H22N4O4.

Structure (XYZ):
```
47
Properties=species:S:1:pos:R:3
O 0.44 0.45 0.88
C -0.03 -0.14 1.83
N 0.28 0.13 3.14
C 1.14 1.07 3.66
C 1.86 1.95 2.84
C 2.72 2.89 3.37
C 2.89 3.00 4.75
C 2.19 2.16 5.58
C 1.32 1.19 5.06
N 0.64 0.38 6.02
O 0.86 0.57 7.19
O -0.13 -0.49 5.62
H 2.30 2.22 6.65
H 3.56 3.73 5.16
H 3.26 3.54 2.71
H 1.74 1.87 1.77
H -0.18 -0.44 3.85
C -1.04 -1.28 1.72
N -1.44 -1.66 0.39
C -2.17 -0.61 -0.31
C -2.75 -1.15 -1.61
H -3.47 -1.94 -1.38
C -1.66 -1.73 -2.50
N -0.77 -0.69 -2.99
C -0.60 -0.43 -4.30
O -1.17 -1.03 -5.18
C 0.37 0.68 -4.57
C 0.09 1.56 -5.77
C 1.20 0.58 -5.82
H 1.06 -0.30 -6.43
H 2.22 0.94 -5.78
H -0.80 1.34 -6.33
H 0.32 2.62 -5.68
H 0.82 1.14 -3.70
H -0.27 -0.16 -2.30
C -0.89 -2.79 -1.71
C -0.35 -2.21 -0.40
H 0.42 -1.46 -0.62
H 0.11 -3.01 0.18
H -1.58 -3.61 -1.48
H -0.07 -3.18 -2.30
H -2.10 -2.18 -3.40
H -3.28 -0.35 -2.13
H -1.53 0.26 -0.52
H -2.98 -0.28 0.35
H -1.94 -0.99 2.29
H -0.61 -2.16 2.22
```

## Properties
**Structure (SMILES)**: O=C(CN1CCC(NC(=O)C2CC2)CC1)Nc1ccccc1[N+](=O)[O-]
**HOMO-LUMO gap**: 7.79 eV
**Highest occupied orbital energy**: -8.759 eV

Results of the natural (NBO) charge analysis, in e, for atoms 1 through 8: O -0.61; C 0.68; N -0.64; C 0.28; C -0.28; C -0.14; C -0.25; C -0.14

=====

b) DFT (the ωB97M-V functional and the def2-TZVPD basis) results for the molecule C17H22N4O4.

Structure (XYZ):
```
47
Properties=species:S:1:pos:R:3
C 5.03 -1.21 -1.41
H 6.09 -1.17 -1.65
O 4.93 -0.86 -0.05
C 3.71 -0.83 0.52
C 2.52 -1.10 -0.12
C 1.31 -1.05 0.57
C 1.31 -0.71 1.93
C 2.51 -0.43 2.59
C 3.71 -0.48 1.91
O 4.93 -0.23 2.44
C 4.99 0.11 3.81
H 4.45 1.04 4.01
H 4.61 -0.69 4.44
H 6.05 0.27 4.02
H 2.45 -0.17 3.63
C 0.05 -0.65 2.65
O -0.12 -0.38 3.82
N -1.05 -0.97 1.85
C -0.96 -1.29 0.53
N 0.15 -1.33 -0.11
C -2.25 -1.53 -0.23
N -2.65 -0.40 -1.04
C -1.76 -0.07 -2.13
H -1.40 -1.00 -2.58
C -2.57 0.71 -3.17
N -3.37 1.72 -2.51
C -4.44 2.35 -3.07
O -5.08 3.18 -2.45
C -4.76 1.96 -4.49
H -5.55 2.61 -4.85
H -5.10 0.93 -4.54
H -3.88 2.08 -5.13
C -2.99 2.03 -1.15
C -3.05 0.78 -0.27
H -4.07 0.61 0.08
H -2.40 0.95 0.60
H -1.97 2.45 -1.15
H -3.68 2.79 -0.78
H -1.89 1.17 -3.90
H -3.23 0.01 -3.69
H -0.88 0.50 -1.81
H -2.11 -2.38 -0.89
H -3.06 -1.75 0.47
H -1.95 -0.96 2.31
H 2.49 -1.37 -1.16
H 4.49 -0.49 -2.05
H 4.65 -2.22 -1.60
```

## Properties
**Structure (SMILES)**: COc1cc2nc(CN3CCN(C(C)=O)CC3)[nH]c(=O)c2cc1OC
**HOMO-LUMO gap**: 8.70 eV
**Highest occupied orbital energy**: -8.132 eV

Results of the natural (NBO) charge analysis, in e, for atoms 1 through 8: C -0.25; H 0.20; O -0.47; C 0.31; C -0.33; C 0.25; C -0.24; C -0.24

=====

Quick one: most stable of them? b)

=====

a) DFT (the ωB97M-V functional and the def2-TZVPD basis) results for a 2-piece molecular cluster, C6H11N2S overall.

Structure (XYZ):
```
20
Properties=species:S:1:pos:R:3
C -1.23 2.80 -0.01
C -0.76 1.59 0.15
C 1.77 -0.22 0.11
C -1.36 -0.95 0.78
C -1.36 0.26 -0.14
C -0.54 -0.98 -0.41
N 2.31 -1.27 0.77
N -0.26 -1.90 -1.31
S 2.85 0.90 -0.45
H -0.85 3.77 0.38
H -2.30 2.97 -0.26
H 0.27 1.48 0.58
H -0.92 -0.89 1.78
H -2.28 -1.51 0.93
H -2.20 0.12 -0.85
H 1.82 -2.15 0.79
H 3.28 -1.18 1.19
H 2.04 1.91 -0.96
H 0.32 -1.90 -2.06
H -0.59 -2.86 -1.02
```

## Properties
**Total charge**: +1
**HOMO-LUMO gap**: 8.53 eV
**Highest occupied orbital energy**: -12.646 eV

Results of the natural (NBO) charge analysis, in e, for atoms 1 through 8: C -0.34; C -0.22; C -0.10; C -0.50; C -0.27; C 0.46; N -0.77; N -0.70

=====

b) DFT (the ωB97M-V functional and the def2-TZVPD basis) results for a 2-piece molecular cluster, C6H11N2S overall.

Structure (XYZ):
```
20
Properties=species:S:1:pos:R:3
C -3.44 -1.22 -0.26
C -3.49 0.14 -0.09
C -1.20 -0.89 0.25
C 1.52 1.82 0.36
C 2.58 0.22 -0.94
C 1.56 -0.45 1.21
N -2.18 -1.73 -0.13
N 1.89 0.45 0.33
S -1.91 0.66 0.33
H -4.28 -1.96 -0.51
H -4.36 0.72 -0.26
H 2.39 2.32 -0.10
H 0.72 1.87 -0.23
H 1.14 2.08 1.30
H 3.42 0.85 -1.25
H 2.90 -0.86 -0.96
H 1.91 0.24 -1.83
H 1.10 -0.01 2.01
H 1.82 -1.56 1.18
H -2.09 -2.69 -0.42
```

## Properties
**Total charge**: +1
**HOMO-LUMO gap**: 8.70 eV
**Highest occupied orbital energy**: -12.651 eV

Results of the natural (NBO) charge analysis, in e, for atoms 1 through 8: C -0.03; C -0.46; C -0.26; C -0.40; C -0.46; C 0.14; N -0.54; N -0.24

=====

Quick one: most stable of them? b)

=====

a) DFT (the ωB97M-V functional and the def2-TZVPD basis) results for a 2-piece molecular cluster, C12H17N overall.

Structure (XYZ):
```
30
Properties=species:S:1:pos:R:3
C -0.07 3.68 0.95
C -1.17 3.02 1.80
C -0.12 3.25 -0.56
H -0.29 4.75 0.93
H 0.93 3.53 1.33
H -0.75 2.06 2.13
H 0.88 2.84 -0.70
H -0.86 2.45 -0.67
H -2.00 2.79 1.11
H -1.63 3.55 2.63
H -0.68 3.98 -1.14
C -0.76 -0.80 -2.98
C 0.36 -1.08 -0.64
C -0.68 -1.27 -1.58
C -0.18 -1.49 0.59
C -1.85 -1.66 -0.85
C 1.75 -0.95 -0.81
C 0.61 -1.32 1.71
C 2.52 -0.86 0.35
C 1.98 -1.11 1.64
N -1.54 -1.75 0.46
H 2.21 -0.85 -1.78
H 0.22 -0.87 -3.45
H -1.09 0.25 -2.97
H -2.88 -1.69 -1.15
H -2.21 -1.84 1.22
H 0.07 -1.25 2.65
H 3.52 -0.48 0.26
H 2.49 -0.93 2.57
H -1.47 -1.34 -3.61
```

## Properties
**Total charge**: +1
**2S+1**: 2
**HOMO-LUMO gap (alpha / beta)**: 9.26 / 6.33 eV
**Highest occupied orbital energy (alpha / beta)**: -13.035 / -13.321 eV
**⟨S²⟩**: 0.773

Results of the natural (NBO) charge analysis, in e, for atoms 1 through 8: C -0.40; C -0.61; C -0.63; H 0.21; H 0.20; H 0.18; H 0.22; H 0.18

=====

b) DFT (the ωB97M-V functional and the def2-TZVPD basis) results for a 2-piece molecular cluster, C12H17N overall.

Structure (XYZ):
```
30
Properties=species:S:1:pos:R:3
C 1.57 2.92 -1.54
C 0.25 3.55 -1.30
H 1.37 1.86 -1.64
H 2.06 3.23 -2.46
H 2.32 3.11 -0.74
H 0.30 4.54 -0.85
H -0.40 3.69 -2.20
H -0.55 3.03 -0.72
C -2.03 -1.96 -0.72
C -1.55 -1.68 -2.15
C -0.91 -2.18 0.28
C -0.33 -3.31 0.82
C -0.28 -0.98 0.86
C 0.70 -1.49 1.71
C -0.52 0.37 0.71
C 1.55 -0.68 2.47
C 0.34 1.15 1.51
C 1.33 0.71 2.33
N 0.61 -2.88 1.74
H -2.62 -1.12 -0.35
H -2.70 -2.83 -0.65
H -2.41 -1.45 -2.79
H -0.29 -4.35 0.51
H 0.99 -3.43 2.50
H -1.29 0.88 0.15
H 2.22 -1.14 3.19
H 0.20 2.21 1.29
H 1.96 1.52 2.71
H -0.94 -2.51 -2.52
H -0.92 -0.79 -2.17
```

## Properties
**Total charge**: +1
**2S+1**: 2
**HOMO-LUMO gap (alpha / beta)**: 9.49 / 6.13 eV
**Highest occupied orbital energy (alpha / beta)**: -13.235 / -13.316 eV
**⟨S²⟩**: 0.767

Results of the natural (NBO) charge analysis, in e, for atoms 1 through 8: C -0.62; C -0.62; H 0.19; H 0.23; H 0.21; H 0.22; H 0.22; H 0.18

=====

Quick one: most stable of them? b)